79
Properties=species:S:1:pos:R:3:forces:R:3:lowdin_spin:R:1 method="wB97M-V/def2-TZVPD" total_charge=+1 relative_energy_kj_mol=191.3 e_lumo_ev="-2.69 / -2.68" spin_multiplicity=3 e_homo_ev="-10.4 / -10.4" s2=2.00 e_tot_ev=-83571.6844 homo_lumo_gap_ev="7.68 / 7.68"
Pr -0.458 0.565 -0.794 -1.47 1.56 -0.80 2.0207
C -1.222 2.554 -3.602 0.17 -0.18 -0.08 -0.0001
C -0.228 1.493 -4.087 -0.04 0.05 0.17 0.0005
C 1.106 1.434 -3.377 0.14 0.20 -0.24 -0.0004
C 2.200 0.868 -4.023 0.03 0.05 0.03 0.0003
C 3.415 0.796 -3.364 -0.08 -0.01 -0.05 -0.0004
C 3.525 1.336 -2.091 0.04 0.07 -0.06 0.0002
C 2.406 1.921 -1.531 0.24 0.15 -0.15 -0.0004
N 1.207 1.938 -2.136 0.47 0.20 -0.42 -0.0010
N -1.639 2.463 -2.177 -0.22 0.17 -0.01 -0.0029
C -1.450 3.766 -1.511 0.07 0.02 0.12 0.0004
C -1.378 3.710 0.000 0.02 0.00 -0.16 0.0004
C -1.691 4.828 0.759 -0.07 -0.03 0.05 0.0000
C -1.529 4.767 2.133 0.00 -0.01 -0.06 0.0002
C -1.067 3.591 2.707 -0.02 0.02 -0.01 -0.0002
C -0.773 2.526 1.879 0.05 0.05 0.09 0.0000
N -0.912 2.587 0.549 -0.27 0.74 0.40 -0.0031
C -3.040 2.034 -2.035 -0.06 -0.07 0.03 0.0002
C -3.297 0.584 -2.394 0.11 0.00 -0.18 0.0006
C -4.605 0.130 -2.473 -0.07 0.07 -0.02 -0.0002
C -4.842 -1.202 -2.757 0.07 0.06 0.02 0.0005
C -3.758 -2.040 -2.971 -0.04 -0.02 -0.02 -0.0002
C -2.489 -1.512 -2.857 0.01 -0.01 0.02 0.0008
N -2.249 -0.228 -2.564 -0.47 -0.01 -0.33 -0.0015
H -2.105 2.486 -4.242 -0.02 0.05 0.01 0.0000
H -0.776 3.534 -3.777 -0.06 0.04 0.03 0.0000
H -0.037 1.691 -5.143 0.01 -0.02 -0.01 0.0001
H -0.696 0.510 -4.037 -0.01 -0.02 -0.10 0.0002
H 2.088 0.489 -5.031 0.01 -0.01 0.01 0.0000
H 4.268 0.336 -3.847 0.01 0.01 0.03 0.0000
H 4.459 1.306 -1.548 -0.02 0.05 0.02 0.0000
H 2.464 2.406 -0.566 -0.09 -0.14 0.08 0.0000
H -2.235 4.476 -1.802 0.04 0.02 -0.08 0.0000
H -0.492 4.167 -1.845 -0.02 0.00 -0.06 0.0000
H -2.055 5.727 0.280 -0.02 -0.01 -0.01 0.0000
H -1.766 5.625 2.748 0.00 -0.01 0.01 0.0000
H -0.941 3.501 3.776 0.02 -0.02 -0.01 0.0000
H -0.402 1.589 2.277 -0.02 -0.01 0.00 0.0000
H -3.706 2.666 -2.638 0.00 0.05 0.04 0.0001
H -3.332 2.160 -0.987 0.02 0.09 -0.01 0.0001
H -5.426 0.812 -2.291 0.01 0.01 -0.04 0.0000
H -5.855 -1.578 -2.810 0.00 -0.01 -0.01 0.0000
H -3.894 -3.086 -3.206 0.02 0.00 0.01 0.0000
H -1.618 -2.143 -2.973 0.00 -0.02 0.01 0.0000
C 1.406 -2.152 -2.619 0.04 0.07 0.04 -0.0001
C 1.150 -1.709 -1.204 0.11 -0.55 0.24 -0.0014
N -0.098 -1.729 -0.806 0.20 -1.43 -0.12 -0.0023
N -0.271 -1.750 0.558 0.51 -0.39 0.44 -0.0020
C -1.315 -1.289 1.175 -0.32 -0.11 -0.15 0.0001
S -2.596 -0.255 0.615 -0.45 -0.40 0.29 -0.0093
S -1.488 -1.685 2.866 0.23 -0.05 0.21 0.0007
C 0.004 -2.693 3.171 -0.13 0.13 -0.14 0.0000
C 0.176 -3.013 4.634 -0.06 0.01 0.03 0.0000
C 0.763 -4.225 4.984 -0.04 0.02 -0.03 0.0000
C 0.975 -4.552 6.314 0.02 -0.03 -0.01 0.0000
C 0.597 -3.670 7.315 0.00 0.00 0.05 0.0000
C 0.013 -2.459 6.978 0.00 0.03 -0.02 0.0000
C -0.197 -2.132 5.645 0.05 -0.01 -0.06 0.0000
C 2.276 -1.413 -0.314 -0.11 0.20 0.33 0.0011
C 3.432 -2.204 -0.342 -0.06 0.03 -0.09 0.0003
C 4.454 -2.003 0.558 0.10 -0.06 0.05 0.0006
C 4.344 -0.979 1.502 0.00 -0.02 -0.07 0.0006
C 3.241 -0.155 1.521 -0.13 0.10 0.00 0.0003
C 2.186 -0.331 0.609 0.49 -0.52 0.05 0.0015
O 1.184 0.523 0.571 1.10 -0.12 0.69 -0.0052
H 1.315 -3.240 -2.672 -0.05 0.01 0.00 -0.0001
H 2.410 -1.882 -2.936 -0.02 0.06 -0.05 0.0000
H 0.684 -1.726 -3.317 -0.03 -0.02 0.00 0.0000
H 0.851 -2.135 2.771 0.02 -0.02 0.05 0.0000
H -0.094 -3.607 2.587 0.07 -0.02 0.01 0.0000
H 1.055 -4.917 4.203 -0.01 -0.02 0.02 0.0000
H 1.429 -5.501 6.568 0.00 0.01 0.00 0.0000
H 0.753 -3.926 8.355 0.01 0.00 -0.01 0.0000
H -0.283 -1.764 7.753 -0.01 -0.01 0.00 0.0000
H -0.654 -1.184 5.392 0.00 0.02 0.02 0.0000
H 3.499 -3.013 -1.060 0.01 -0.01 0.02 0.0000
H 5.323 -2.647 0.552 -0.01 0.02 -0.02 0.0000
H 5.140 -0.821 2.219 0.00 -0.01 0.00 0.0000
H 3.164 0.654 2.237 -0.02 0.00 -0.01 0.0000